Entry 1:
{
  "formula": "C2H3IN2",
  "method": "the ωB97M-V functional and the def2-TZVPD basis",
  "multiplicity": 3,
  "s2": 2.031,
  "gap_ev": [6.0, 6.7],
  "species": ["C", "C", "N", "N", "I", "H", "H", "H"],
  "xyz": [[-1.46363, -0.18760, 0.79538], [1.29224, 0.14077, -0.43055], [-0.95873, 0.82047, 0.18762], [0.10994, 0.47174, -0.47338], [2.29737, 0.03153, -2.38709], [-2.32321, -0.02960, 1.33156], [-0.95924, -1.11668, 0.74623], [2.00526, -0.13063, 0.23024]],
  "forces_ev_per_a": [[0.07, -1.89, 1.23], [1.42, -0.68, -3.78], [1.64, 1.90, -3.74], [-2.75, 2.04, 1.93], [-0.17, 0.41, 0.28], [-1.85, 0.20, 1.34], [0.19, -1.03, 0.23], [1.45, -0.94, 2.51]],
  "mulliken_charge": [-0.41, -0.31, -0.61, 0.21, -0.02, 0.33, 0.33, 0.49]
}



Entry 2:
{
  "formula": "C2H3IN2O2",
  "method": "the ωB97M-V functional and the def2-TZVPD basis",
  "gap_ev": [7.2, 7.2],
  "species": ["C", "C", "N", "N", "O", "O", "I", "H", "H", "H"],
  "xyz": [[0.57907, 0.71136, -1.27378], [-0.38548, -0.76627, 1.94104], [0.03941, -0.41813, -1.15644], [-0.25237, 0.37037, 2.19632], [0.34945, -1.28368, -0.35798], [-0.05801, 1.50035, 1.97870], [-1.14009, -1.01726, -3.16124], [1.34476, 1.05275, -0.66112], [0.08019, 1.51008, -1.88686], [-0.55692, -1.65956, 2.38137]],
  "forces_ev_per_a": [[-1.90, 3.40, -2.25], [0.05, 2.03, 0.88], [0.10, -1.79, -0.57], [-0.25, -2.76, -1.72], [-0.39, -0.74, -0.69], [0.48, 3.40, 0.50], [0.44, 0.36, 1.33], [1.20, -0.01, 1.48], [0.67, -1.40, 0.24], [-0.41, -2.49, 0.81]],
  "mulliken_charge": [-0.27, -0.23, 0.08, 0.48, -0.48, -0.61, 0.07, 0.38, 0.20, 0.38]
}



Entry 3:
{
  "formula": "C2H3IN4",
  "method": "the ωB97M-V functional and the def2-TZVPD basis",
  "gap_ev": 9.6,
  "species": ["C", "C", "N", "N", "N", "N", "I", "H", "H", "H"],
  "xyz": [[0.43618, 2.13001, -0.42635], [-1.94927, -0.25283, -1.58183], [1.21583, 1.76257, 0.37681], [-2.50326, 2.01502, 0.96416], [-2.18894, 1.23547, 0.23522], [-1.56864, 0.55483, -0.49973], [-0.81498, -2.09767, -1.39822], [-0.19728, 2.34097, -1.24725], [-1.49410, 0.12790, -2.57131], [-2.97628, -0.51008, -1.49862]],
  "forces_ev_per_a": [[3.33, -1.36, 2.58], [1.60, -0.05, -0.94], [-2.54, 1.45, -2.45], [-1.12, 1.03, 1.43], [-0.98, 0.98, 0.47], [2.38, -1.65, -1.65], [-0.18, -0.19, -0.03], [-0.15, 0.38, -0.13], [-1.45, -0.38, 1.53], [-0.90, -0.22, -0.81]],
  "mulliken_charge": [0.09, -0.74, -0.38, -0.63, 0.68, -0.11, 0.05, 0.30, 0.28, 0.46]
}



Entry 4:
{
  "formula": "C2H3IN4",
  "method": "the ωB97M-V functional and the def2-TZVPD basis",
  "charge": 2,
  "gap_ev": [5.9, 5.9],
  "species": ["C", "C", "N", "N", "N", "N", "I", "H", "H", "H"],
  "xyz": [[-0.63767, 0.32975, 0.04171], [1.57977, 0.24653, 0.05128], [-0.19621, 1.59557, -0.11262], [1.24547, 1.55823, 0.02444], [0.47607, -0.54788, 0.05659], [-1.83787, -0.14241, 0.01260], [3.45869, -0.58773, -0.02394], [0.45296, -1.58832, 0.14583], [-2.73877, 0.32405, -0.16315], [-1.80243, -1.18780, -0.03273]],
  "forces_ev_per_a": [[0.67, -3.04, -0.80], [0.65, -4.06, 0.11], [6.37, 2.60, 1.15], [-6.69, 2.18, -1.13], [-0.22, 0.03, 0.53], [1.01, -1.31, -0.39], [-1.33, 1.16, 0.10], [0.17, 1.11, -0.08], [0.39, 0.34, 0.24], [-1.03, 0.98, 0.26]],
  "mulliken_charge": [0.54, 0.21, -0.11, -0.04, -0.14, -0.12, 0.70, 0.31, 0.34, 0.31]
}



Entry 5:
{
  "formula": "C2H3IN4",
  "method": "the ωB97M-V functional and the def2-TZVPD basis",
  "charge": 2,
  "gap_ev": [6.4, 6.4],
  "species": ["C", "C", "N", "N", "N", "N", "I", "H", "H", "H"],
  "xyz": [[-0.12627, 0.80526, 0.49797], [-0.45788, 1.03691, 2.66015], [-0.26597, 2.14195, 0.79196], [-0.46498, 2.27277, 2.09095], [-0.25115, 0.10438, 1.69164], [0.07627, 0.35897, -0.69623], [-0.76385, 0.77231, 4.67189], [-0.20079, -0.91012, 1.82552], [0.14157, 1.03287, -1.47344], [0.17950, -0.63451, -0.93330]],
  "forces_ev_per_a": [[0.11, -2.30, 0.28], [-0.13, -3.06, 1.68], [-0.68, 2.62, 3.38], [0.54, 1.99, -4.52], [0.04, -0.37, 0.11], [-0.11, 0.41, 0.59], [0.30, 0.28, -1.85], [-0.02, 0.32, 0.00], [-0.03, -0.09, 0.20], [-0.03, 0.20, 0.13]],
  "mulliken_charge": [0.57, 0.16, -0.13, -0.05, -0.06, -0.15, 0.74, 0.26, 0.34, 0.31]
}



Entry 6:
{
  "formula": "C2H3IOS",
  "method": "the ωB97M-V functional and the def2-TZVPD basis",
  "gap_ev": [7.9, 7.9],
  "species": ["C", "C", "O", "S", "I", "H", "H", "H"],
  "xyz": [[0.74426, 0.54997, -0.15982], [-0.73967, 0.08897, 0.04779], [-0.92021, -1.20251, -0.25949], [1.20999, 2.17094, 0.17109], [2.25356, -0.83184, -0.58149], [-1.47543, 0.75837, -0.46717], [-1.00364, 0.12740, 1.13292], [-0.06885, -1.66130, 0.11617]],
  "forces_ev_per_a": [[0.00, 4.24, 1.34], [0.45, 1.82, 1.29], [1.95, -3.72, -0.37], [-1.12, -3.40, -0.84], [-0.34, -0.11, -0.05], [0.92, -0.52, 0.07], [0.66, 1.08, -0.32], [-2.51, 0.61, -1.12]],
  "mulliken_charge": [-0.17, -0.13, -0.45, -0.15, 0.16, 0.29, 0.25, 0.21]
}



Entry 7:
{
  "formula": "C2H3InN",
  "method": "the ωB97M-V functional and the def2-TZVPD basis",
  "charge": 3,
  "gap_ev": 4.3,
  "species": ["In", "C", "C", "N", "H", "H", "H"],
  "xyz": [[0.06207, 3.43502, 2.34819], [0.00963, -0.93159, -0.66690], [-0.02315, 0.12193, 0.20024], [-0.06994, 0.95951, 1.06999], [0.43687, -1.83925, -0.19782], [0.60306, -0.66303, -1.62955], [-1.01853, -1.08259, -1.12417]],
  "forces_ev_per_a": [[0.18, -0.41, -0.35], [-1.16, -0.69, 0.36], [1.18, 1.11, 0.00], [-0.93, -0.01, 0.56], [0.43, -0.02, -0.21], [0.01, -0.04, -0.12], [0.29, 0.06, -0.23]],
  "mulliken_charge": [1.85, -0.38, 0.41, -0.09, 0.38, 0.44, 0.40]
}



Entry 8:
{
  "formula": "C2H3LiOTm",
  "method": "the ωB97M-V functional and the def2-TZVPD basis",
  "multiplicity": 4,
  "s2": 3.759,
  "charge": 2,
  "gap_ev": [6.8, 6.8],
  "species": ["O", "C", "Tm", "Li", "H", "C", "H", "H"],
  "xyz": [[1.49437, 0.81292, -0.11466], [1.03733, 0.35487, -1.20775], [0.11750, -0.13463, 1.36751], [-0.50146, -1.68544, -1.29566], [1.48328, 0.89704, -2.08192], [-1.89395, -0.84984, 0.38556], [-2.48582, -1.68414, 0.79474], [-2.50276, -0.32946, -0.37342]],
  "forces_ev_per_a": [[-0.90, -0.17, 0.59], [0.05, -0.32, 1.62], [0.13, 0.66, -2.45], [-0.05, 0.24, -0.72], [-0.33, -0.50, 0.20], [0.69, -0.10, 0.61], [0.10, 0.23, -0.05], [0.31, -0.05, 0.21]],
  "mulliken_charge": [-0.48, -0.16, 1.94, 0.93, 0.29, -1.35, 0.38, 0.44]
}



Entry 9:
{
  "formula": "C2H3Mg",
  "method": "the ωB97M-V functional and the def2-TZVPD basis",
  "charge": 1,
  "gap_ev": 7.3,
  "species": ["C", "H", "C", "H", "H", "Mg"],
  "xyz": [[0.90641, 0.64852, -1.13607], [0.27299, 0.75623, -2.00956], [1.39843, 0.99366, -0.07015], [2.07875, 1.03025, 0.77105], [-1.08011, -0.84296, -1.09283], [-0.96893, 0.02062, 0.66673]],
  "forces_ev_per_a": [[-0.29, 1.74, 0.96], [0.63, -0.50, 0.16], [0.14, -1.14, -0.43], [-0.26, 0.26, -0.31], [-0.62, 0.44, 1.94], [0.41, -0.80, -2.33]],
  "mulliken_charge": [-0.06, 0.50, -0.72, 0.45, -0.10, 0.93]
}



Entry 10:
{
  "formula": "C2H3N",
  "method": "the ωB97M-V functional and the def2-TZVPD basis",
  "multiplicity": 2,
  "s2": 0.750,
  "charge": -1,
  "gap_ev": [3.9, 12.5],
  "species": ["C", "C", "N", "H", "H", "H"],
  "xyz": [[-0.46333, -0.29364, 0.00939], [0.79344, 0.45919, 0.01395], [1.78911, 1.04284, -0.00503], [-1.16012, 0.50986, 0.24809], [-0.45317, -1.08487, 0.75903], [-0.50591, -0.63338, -1.02543]],
  "forces_ev_per_a": [[1.04, 1.05, -0.14], [1.21, 0.03, 0.38], [-0.46, -0.17, -0.02], [-0.89, -0.39, -0.11], [-0.12, -0.12, -0.04], [-0.78, -0.40, -0.07]],
  "mulliken_charge": [-2.53, -0.49, 0.17, 0.49, 0.77, 0.60]
}